Below is a cluster of 5 separate species, C12H26Br6N2O2 in total in a non-equilibrium geometry, with properties calculated with ωB97M-V/def2-TZVPD.

Values from the calculation:
Multiplicity = 1
Energy relative to the best compared isomer or geometry (same formula, charge and spin) = 0.0 kcal per mole
DFT total energy = -440196.4532 eV
Kohn-Sham gap = 9.2 eV
Total charge = 0
M = 709.78 g/mol

```
48
Properties=species:S:1:pos:R:3:forces:R:3:nbo_charge:R:1
C 13.673269 -14.731216 -29.416852 -0.1 -0.5 0.4 -0.406
N 12.305690 -14.319834 -29.196112 -0.2 0.0 -0.3 -0.445
C 12.010578 -13.605102 -27.974243 0.2 0.2 0.0 -0.405
C 11.407318 -14.321136 -30.217702 0.1 0.1 0.3 0.536
O 10.310918 -13.800894 -30.190308 0.1 -0.3 0.0 -0.615
H 13.701416 -15.542952 -30.143750 0.1 0.3 -0.3 0.211
H 14.068386 -15.168648 -28.494412 0.0 0.2 0.0 0.205
H 14.316524 -13.897000 -29.708020 0.1 0.0 -0.1 0.180
H 10.941869 -13.597299 -27.797360 -0.1 0.0 0.0 0.237
H 12.548054 -14.080075 -27.155500 -0.1 0.0 0.1 0.208
H 12.354587 -12.566649 -28.050775 -0.1 -0.2 0.2 0.182
H 11.793881 -14.868990 -31.092648 -0.1 0.0 -0.1 0.101
C 17.482191 -11.393192 -26.419492 0.5 0.0 -0.2 -0.407
N 16.113124 -11.425981 -25.973907 0.2 0.0 0.2 -0.431
C 15.678585 -10.517743 -24.937602 -0.4 0.6 -0.2 -0.428
C 15.241920 -12.301417 -26.487709 0.6 -0.1 -0.6 0.530
O 14.115794 -12.485007 -26.093492 -0.9 0.0 0.5 -0.655
H 18.145865 -11.214482 -25.572877 -0.1 0.0 0.0 0.213
H 17.666203 -10.625252 -27.177477 -0.1 0.1 0.1 0.201
H 17.774322 -12.355248 -26.844375 -0.1 0.0 0.0 0.207
H 16.137533 -9.537191 -25.068487 0.4 -0.2 0.0 0.212
H 14.620346 -10.316592 -25.091428 -0.1 -0.3 0.3 0.232
H 15.858623 -10.882588 -23.928305 0.1 -0.1 0.0 0.206
H 15.636059 -12.852193 -27.365036 0.1 0.0 0.2 0.111
Br 16.821350 -13.171121 -22.257873 0.0 -0.1 0.0 -0.014
C 15.304953 -14.116520 -23.038726 0.2 0.3 -0.1 -0.448
C 15.757914 -14.885781 -24.239027 0.6 -0.3 -0.4 -0.443
Br 14.213894 -15.820712 -24.966302 0.1 -0.1 -0.1 -0.001
H 14.592289 -13.346356 -23.313954 -0.1 0.0 0.0 0.235
H 14.914464 -14.778043 -22.276007 -0.1 0.0 0.1 0.232
H 16.537064 -15.614583 -24.018042 -0.3 -0.2 0.3 0.231
H 16.189771 -14.282891 -25.034747 -0.4 0.3 0.1 0.222
Br 14.561161 -8.666104 -27.559067 0.0 0.0 0.0 -0.037
C 12.852974 -9.555207 -27.873398 -0.5 0.5 0.3 -0.442
C 12.880005 -10.170141 -29.238162 -0.2 -0.1 0.0 -0.463
Br 11.084504 -10.746971 -29.696201 0.0 0.1 -0.1 0.030
H 12.085439 -8.785432 -27.807060 0.2 0.1 -0.1 0.231
H 12.645880 -10.247160 -27.060969 0.3 -0.2 -0.1 0.242
H 13.523570 -11.043095 -29.272477 0.1 0.0 -0.1 0.216
H 13.175700 -9.443716 -29.982861 0.1 0.0 -0.1 0.231
Br 10.192600 -12.553795 -24.880175 0.0 0.0 -0.2 0.000
C 11.570411 -13.342438 -23.777677 0.0 -0.3 0.2 -0.473
C 11.119212 -14.647620 -23.160159 0.1 0.1 0.2 -0.442
Br 9.861850 -14.279428 -21.715246 0.0 -0.2 -0.1 -0.019
H 11.752125 -12.613789 -22.995742 0.2 0.0 0.0 0.226
H 12.465553 -13.488497 -24.378605 -0.1 0.1 -0.2 0.247
H 11.952809 -15.172589 -22.698147 0.1 0.1 0.0 0.225
H 10.651061 -15.333929 -23.858587 -0.2 0.1 -0.1 0.232
```
Positions in Å, forces in eV/Å.


Below is a structure of composition C12H26CuN4O7 in a non-equilibrium geometry, with properties calculated with ωB97M-V/def2-TZVPD.

Values from the calculation:
<S²> = 0.76
Multiplicity = 2
Energy relative to the best compared isomer or geometry (same formula, charge and spin) = 82.2 kcal per mole
DFT total energy = -77793.8669 eV
Kohn-Sham gap (alpha / beta) = 6.1 / 6.2 eV
Total charge = 0
M = 401.91 g/mol

```
50
Properties=species:S:1:pos:R:3:forces:R:3:nbo_charge:R:1
Cu 22.756880 13.687300 -23.580460 -0.8 -0.2 -0.2 0.967
C 19.044910 12.654980 -24.176840 -0.7 -0.6 2.3 0.877
O 17.958700 12.226490 -23.932240 -4.0 -0.6 -0.4 -0.699
O 20.041880 11.934910 -24.199580 4.8 -4.0 -1.1 -0.557
O 19.503460 13.791570 -24.078130 0.9 5.4 -0.5 -0.595
C 21.835940 13.209740 -28.908140 -0.4 0.4 0.6 -0.714
C 23.169560 12.799430 -28.301360 -2.5 3.1 2.5 0.670
O 23.583330 13.227760 -27.224430 -0.1 0.1 0.0 -0.680
N 23.776810 11.923940 -28.994880 2.5 -3.4 -1.9 -0.580
C 24.976990 11.204840 -28.534230 0.0 0.0 -1.5 -0.417
H 21.533920 14.214510 -28.612630 0.5 0.2 -0.2 0.244
H 21.042050 12.621380 -28.448050 0.1 -0.4 -0.1 0.249
H 21.811560 13.085950 -29.990810 -0.1 0.1 0.1 0.204
H 23.281230 11.592770 -29.810260 0.4 -0.2 0.1 0.394
H 25.403760 10.799830 -29.451800 0.2 -0.2 0.0 0.198
H 24.765840 10.342410 -27.902000 -0.1 0.4 0.4 0.205
H 25.743980 11.871300 -28.139670 -0.5 0.0 0.3 0.228
C 26.846310 11.827360 -20.045710 0.0 -0.2 -0.2 -0.693
C 26.019630 11.150360 -21.118610 0.6 3.9 -0.4 0.662
O 25.583910 11.739850 -22.104870 -0.3 0.8 -0.2 -0.687
N 25.780530 9.916150 -20.965180 -0.9 -6.3 1.4 -0.574
C 24.975950 9.099150 -21.852390 0.5 0.8 -1.5 -0.423
H 26.244890 12.536150 -19.476490 0.0 0.2 -0.4 0.244
H 27.660170 12.320350 -20.577380 0.0 0.2 0.4 0.237
H 27.209170 11.106420 -19.313130 0.3 0.0 -0.1 0.206
H 26.239090 9.267100 -20.341850 0.4 1.2 0.6 0.397
H 24.009020 9.570840 -22.027460 -0.2 -0.5 0.3 0.225
H 24.985210 8.054060 -21.542890 -0.4 0.3 0.3 0.206
H 25.488520 9.119720 -22.814140 -0.2 -0.1 -0.4 0.204
C 23.282000 19.158030 -21.540750 -0.4 0.7 0.7 -0.708
C 22.974300 18.738780 -22.934890 -0.3 -1.5 1.5 0.669
O 23.097250 17.566000 -23.219600 0.3 -0.8 -1.4 -0.648
N 22.502510 19.688950 -23.746040 0.2 0.7 -0.2 -0.611
C 22.359740 19.504850 -25.171180 -0.1 -0.5 0.3 -0.421
H 23.393460 18.405240 -20.760370 0.3 -0.6 -0.8 0.242
H 22.371940 19.648750 -21.195660 0.4 1.0 0.2 0.218
H 24.194310 19.750280 -21.611630 -0.3 0.5 0.6 0.229
H 22.222550 20.576500 -23.353640 0.3 -0.2 0.0 0.395
H 21.357120 19.121780 -25.361190 -0.1 0.5 -0.6 0.206
H 23.017770 18.704320 -25.509200 0.2 0.2 0.1 0.227
H 22.649300 20.452300 -25.625690 -0.5 -0.2 -0.4 0.204
O 21.485030 14.039560 -19.585280 -1.8 0.6 1.3 -0.651
C 20.376410 14.241840 -19.036720 2.6 0.0 -2.0 0.672
N 19.289420 13.532060 -19.473560 -0.6 1.2 1.9 -0.809
C 20.235740 15.322940 -17.911320 -1.3 -0.9 0.0 -0.716
H 19.277870 12.807570 -20.177180 0.5 0.3 0.0 0.431
H 18.463120 13.646880 -18.904220 -0.1 -0.2 -0.4 0.382
H 21.149960 15.550990 -17.363320 0.0 -0.6 -0.3 0.242
H 19.454780 14.965740 -17.240040 0.3 -0.4 0.6 0.211
H 19.771280 16.286650 -18.120250 0.3 0.0 -1.2 0.240
```
Positions in Å, forces in eV/Å.


Below is a cluster of 2 separate species, C12H26IN3O4 in total in a non-equilibrium geometry, with properties calculated with ωB97M-V/def2-TZVPD.

Values from the calculation:
Multiplicity = 1
DFT total energy = -33626.7661 eV
Kohn-Sham gap = 9.5 eV
Total charge = 0
M = 403.26 g/mol

```
46
Properties=species:S:1:pos:R:3:forces:R:3:nbo_charge:R:1
C -2.674991 1.737491 1.866297 0.6 0.0 -0.2 -0.623
C -1.619954 0.810295 1.276890 -0.3 0.1 0.3 -0.071
O -1.978362 0.485980 -0.057841 0.0 -0.2 -0.1 -0.569
C -1.256832 -0.646168 -0.561885 0.0 0.2 0.1 0.232
C -2.094553 -1.874465 -0.244988 -0.1 -0.2 0.0 -0.093
O -1.622550 -3.078895 -0.796357 -0.2 0.0 -0.1 -0.521
C -0.241581 -3.313623 -0.643466 0.3 -0.2 0.1 -0.082
C 0.254132 -3.312673 0.795949 0.6 -0.3 0.2 -0.468
C 1.769020 -3.123851 0.929408 -0.2 0.6 0.0 -0.264
C 2.216352 -1.678244 0.716142 0.1 -0.1 -0.2 -0.650
I 2.904363 -4.382099 -0.400417 0.0 -0.2 0.1 0.046
N -0.961787 -0.576907 -1.966287 0.2 0.9 0.3 -0.524
C -2.101172 -0.254322 -2.824684 0.2 -0.3 -0.4 -0.418
C 0.230963 0.162909 -2.279543 1.0 -0.9 -1.3 0.728
C 0.552133 1.447513 -1.548813 0.1 -0.3 0.0 -0.746
O 0.992605 -0.254169 -3.150423 -1.4 0.7 1.2 -0.548
H -3.460337 1.176071 2.357333 -0.3 0.0 0.0 0.210
H -2.192843 2.388606 2.592402 -0.1 0.1 0.2 0.205
H -3.078256 2.361315 1.074706 -0.2 0.1 0.0 0.221
H -0.630296 1.271089 1.307111 0.1 0.1 -0.1 0.184
H -1.565842 -0.092452 1.891287 0.1 -0.1 0.0 0.161
H -0.299301 -0.692265 -0.036449 0.1 0.0 0.0 0.185
H -2.190715 -1.978066 0.838793 0.0 0.2 0.1 0.167
H -3.098507 -1.711770 -0.629336 -0.1 0.0 -0.1 0.200
H -0.068821 -4.302853 -1.057109 0.0 -0.1 -0.1 0.206
H 0.350819 -2.627179 -1.251978 -0.1 0.2 -0.1 0.183
H -0.012303 -4.236985 1.306135 -0.2 -0.1 -0.1 0.216
H -0.180373 -2.501587 1.380029 -0.1 0.1 0.0 0.206
H 2.074924 -3.427157 1.923486 0.0 -0.2 0.1 0.218
H 2.290174 -1.423784 -0.339403 -0.1 0.0 -0.1 0.221
H 1.518117 -0.983503 1.181443 0.0 0.0 0.2 0.214
H 3.199227 -1.508308 1.147620 0.1 0.0 0.0 0.226
H -2.675764 0.599590 -2.470251 -0.1 0.1 0.1 0.193
H -1.726532 -0.025893 -3.819463 0.1 0.0 -0.1 0.218
H -2.741334 -1.125800 -2.930118 -0.2 0.0 0.1 0.209
H 0.550751 2.251583 -2.280609 0.1 0.0 -0.2 0.243
H 1.552412 1.349941 -1.139660 0.1 0.1 0.1 0.251
H -0.142954 1.704104 -0.764627 -0.1 0.0 0.1 0.232
N 1.480505 4.406088 1.801170 0.0 0.0 0.0 -0.848
C 2.163062 3.420228 1.142773 0.0 0.0 0.0 0.777
N 3.146687 3.851667 0.297347 0.0 0.0 0.0 -0.847
O 1.908551 2.237105 1.294474 0.0 0.0 0.1 -0.674
H 1.671582 5.382670 1.689086 0.0 0.0 0.0 0.389
H 0.753889 4.119889 2.428536 0.0 0.0 0.0 0.408
H 3.664447 3.151831 -0.199233 0.0 0.0 0.0 0.411
H 3.371244 4.817053 0.154524 0.0 0.0 0.0 0.389
```
Positions in Å, forces in eV/Å.


Question: Among the records above, which one has the lowest DFT total energy?
Answer: C12H26Br6N2O2